The following is a quantum chemistry calculation of C59H56BBrF4N9O2PS2Y as an isolated structure, from the OMol25 dataset.

Calculated values
* energy relative to the best compared isomer or geometry (same formula, charge and spin): 0.260 eV
* HOMO: -10.4 eV
* total charge: +1
* electronic energy: -193192.4515 eV
* E_LUMO: -3.2 eV

Last column: Mulliken charge in e.
Geometry (Å):
Y 0.54 0.09 0.51  0.21
C 1.40 -3.10 3.92  -1.25
C 2.69 -2.95 3.12  0.28
C 2.70 -3.84 1.88  -1.05
C 3.13 -1.54 2.79  0.07
C 4.33 -1.03 3.28  -1.73
C 4.49 0.18 2.65  -0.41
N 3.44 0.37 1.85  -0.48
N 2.57 -0.67 1.93  1.28
B 3.33 1.62 0.96  -0.26
N 2.30 2.63 1.47  0.18
C 2.61 3.86 1.89  -0.30
C 1.44 4.50 2.25  -1.62
C 0.42 3.58 1.99  -0.55
N 0.95 2.43 1.52  1.38
C -1.03 3.95 2.18  0.62
C -1.90 2.89 2.83  -0.94
C -1.61 4.50 0.87  -1.25
N 3.07 1.22 -0.53  1.58
C 3.86 1.79 -1.47  -0.56
C 4.00 0.92 -2.51  -1.74
C 3.25 -0.21 -2.15  -0.35
N 2.66 -0.02 -0.97  -0.39
C 3.28 -1.49 -2.93  0.84
C 2.77 -1.30 -4.36  -1.84
C 2.60 -2.65 -2.24  -0.83
H 1.40 -4.06 4.43  0.59
H 1.30 -2.31 4.68  0.19
H 0.53 -3.08 3.27  0.34
H 3.49 -3.31 3.77  0.63
H 1.99 -3.47 1.14  -0.33
H 3.69 -3.86 1.42  0.48
H 2.42 -4.86 2.13  0.47
H 5.00 -1.51 3.97  0.53
H 5.28 0.91 2.71  0.57
H 4.38 2.18 1.02  -0.21
H 3.64 4.18 1.91  0.61
H 1.33 5.50 2.63  0.58
H -0.99 4.79 2.88  0.57
H -1.80 1.93 2.33  -0.33
H -1.63 2.76 3.88  0.13
H -2.95 3.18 2.78  0.60
H -1.75 3.72 0.13  -0.08
H -2.59 4.94 1.06  0.51
H -0.96 5.28 0.46  0.39
H 4.31 2.75 -1.29  0.67
H 4.59 1.05 -3.40  0.55
H 4.35 -1.73 -3.00  0.53
H 1.72 -1.00 -4.35  0.39
H 3.33 -0.53 -4.89  0.51
H 2.86 -2.23 -4.92  0.49
H 1.52 -2.54 -2.34  -0.43
H 2.86 -3.59 -2.72  0.41
H 2.87 -2.71 -1.19  0.31
S -2.09 1.59 7.13  -0.11
C -1.09 2.68 7.99  -0.44
C 0.15 2.76 7.44  -0.72
C 0.31 1.91 6.32  -0.34
C -0.82 1.19 6.04  -0.15
C -1.01 0.23 4.95  0.33
C -0.26 0.37 3.77  -1.31
N -0.37 -0.44 2.74  1.56
C -1.21 -1.49 2.81  -0.42
C -2.05 -1.69 3.92  1.20
C -2.94 -2.81 3.94  -1.42
C -2.91 -3.72 2.95  -1.22
C -1.99 -3.59 1.85  0.63
C -1.85 -4.60 0.90  -0.99
C -0.90 -4.48 -0.09  0.12
C -0.17 -3.28 -0.14  -0.92
N -0.30 -2.29 0.73  2.02
C -1.19 -2.45 1.75  -0.01
C -0.62 -5.59 -1.01  0.16
C -0.94 -6.91 -0.82  -0.48
C -0.52 -7.74 -1.89  -0.73
C 0.11 -7.05 -2.87  -0.56
S 0.21 -5.38 -2.51  0.18
C -1.93 -0.79 4.99  -0.81
H -1.48 3.21 8.84  0.47
H 0.93 3.40 7.84  0.41
H 1.24 1.81 5.77  0.64
H 0.43 1.20 3.66  0.22
H -3.61 -2.92 4.78  0.50
H -3.56 -4.59 2.97  0.51
H -2.48 -5.48 0.96  0.53
H 0.57 -3.14 -0.91  -0.27
H -1.43 -7.28 0.07  0.43
H -0.68 -8.81 -1.92  0.43
H 0.52 -7.42 -3.79  0.45
H -2.56 -0.94 5.87  0.51
N -3.27 -1.73 -0.69  0.15
C -4.29 -0.93 -0.01  -1.21
C -3.66 -0.01 1.02  0.50
C -2.77 1.04 0.37  -0.71
O -3.26 2.08 -0.01  -0.55
O -1.49 0.74 0.23  1.83
H -2.61 -1.11 -1.15  -0.78
H -3.70 -2.29 -1.42  0.38
H -4.97 -1.62 0.50  0.58
H -4.89 -0.33 -0.70  0.32
H -3.11 -0.59 1.75  -0.73
H -4.46 0.54 1.53  0.73
F -0.73 -1.01 -8.44  -0.30
C -0.68 -0.53 -7.21  0.49
C -0.55 0.83 -6.99  0.31
F -0.49 1.66 -8.02  -0.30
C -0.50 1.31 -5.69  -0.86
F -0.44 2.63 -5.55  -0.39
C -0.53 0.48 -4.58  0.22
P -0.48 1.16 -2.86  1.26
C 0.72 2.54 -2.94  0.59
C 1.67 2.76 -3.93  -0.46
C 2.50 3.87 -3.86  -0.90
C 2.40 4.76 -2.80  -1.13
C 1.49 4.52 -1.78  -0.39
C 0.66 3.41 -1.85  -0.40
C -2.11 2.01 -2.98  1.33
C -3.22 1.19 -3.18  -0.63
C -4.48 1.73 -3.29  -0.70
C -4.66 3.11 -3.19  -0.77
C -3.56 3.93 -3.01  -0.68
C -2.28 3.38 -2.91  -0.49
C -0.71 -0.88 -4.83  0.36
Br -1.01 -2.13 -3.45  0.03
C -0.78 -1.38 -6.12  0.49
F -0.94 -2.69 -6.35  -0.33
H 1.77 2.08 -4.77  0.39
H 3.22 4.05 -4.65  0.47
H 3.04 5.63 -2.76  0.41
H 1.41 5.19 -0.94  0.39
H -0.08 3.25 -1.07  -0.61
H -3.09 0.11 -3.26  0.27
H -5.34 1.09 -3.45  0.47
H -5.65 3.54 -3.27  0.39
H -3.69 5.00 -2.94  0.46
H -1.44 4.05 -2.78  0.52